# 1
The following is a DFT calculation (ωB97M-V with the def2-TZVPD basis set) of C17H20CaN8O2PSe as an isolated structure in a non-equilibrium geometry.

Output
total charge	-1
LUMO energy	2.87	eV
energy relative to the best compared isomer or geometry (same formula, charge and spin)	0.000	eV
Kohn-Sham gap	5.53	eV

XYZ file:
```
50
C17H20CaN8O2PSe | the OMol25 dataset | ωB97M-V with the def2-TZVPD basis set
Se 0.0137 -0.3444 5.3994
Ca -0.1476 -0.4985 0.3468
P -0.0566 1.1288 3.5047
O 2.7588 -2.8653 -0.8017
O -1.5939 -1.6663 -0.8816
N 1.5154 -0.5076 1.7547
N -0.1105 1.6810 0.2080
N 0.5671 -2.2373 -0.8573
N -1.6543 -0.6246 1.9056
N -2.7362 0.4359 3.5019
N 1.2147 -4.4190 -0.1954
N 2.6351 0.5134 3.3534
N -0.0219 3.4707 1.4529
C -0.1140 2.1066 1.4813
C 1.4061 0.2895 2.8174
C 2.8498 -0.8273 1.6387
C -1.5241 0.2242 2.9224
C 1.5705 -3.1168 -0.6354
C 0.0380 3.9039 0.1460
C 0.0106 4.3225 2.6254
C -0.0186 2.7802 -0.6143
C -1.0897 -3.9401 -0.4321
C -2.9913 1.2475 4.6699
C -0.7391 -2.5715 -0.7525
C -2.9782 -0.9897 1.8615
C 2.2654 -5.2971 0.2865
C -3.6569 -0.3447 2.8458
C -0.0906 -4.7806 -0.1093
C 2.9248 1.3027 4.5287
C 3.5495 -0.2014 2.6206
H 2.0331 -6.3340 0.0445
H -3.3397 -1.6750 1.1131
H 2.6190 2.3396 4.3777
H -2.3829 0.8705 5.4985
H 0.1110 4.9452 -0.1206
H 0.9076 4.1350 3.2136
H -0.2756 -5.7936 0.2266
H -0.0016 2.6901 -1.6894
H 3.2051 -1.4669 0.8486
H 4.5989 -0.1981 2.8596
H 3.9945 1.2615 4.7291
H -4.0507 1.1957 4.9171
H -4.6946 -0.3619 3.1309
H -0.8474 4.1218 3.2624
H -2.7089 2.2850 4.4825
H -2.1266 -4.2321 -0.3785
H 2.3591 0.8988 5.3744
H -0.0040 5.3679 2.3174
H 3.1931 -5.0002 -0.1917
H 2.3852 -5.1997 1.3683
```

Results of the Löwdin charge analysis, in e, for atoms 1 through 5: number 1, Se, carries -0.09; number 2, Ca, carries 1.37; number 3, P, carries 0.66; number 4, O, carries 0.01; number 5, O, carries -0.13

# 2
The following is a DFT calculation (ωB97M-V with the def2-TZVPD basis set) of a 2-piece molecular cluster, C17H20F2NO2 overall in a non-equilibrium geometry.

Output
total charge	+1
LUMO energy	-6.20	eV
energy relative to the best compared isomer or geometry (same formula, charge and spin)	1.926	eV
Kohn-Sham gap	5.56	eV

XYZ file:
```
42
C17H20F2NO2 | the OMol25 dataset | ωB97M-V with the def2-TZVPD basis set
F 2.3630 -1.0157 4.8787
F -3.6640 -1.9512 3.5857
O 0.7277 2.0627 -3.8683
O -0.7531 -1.8285 -4.0422
N 0.4258 -0.1111 -1.9845
C 1.0270 -0.2137 3.0973
C 1.5895 0.7488 -2.1240
C 3.2328 1.2186 2.1358
C 3.3888 0.3986 3.2652
C -4.3088 -0.8118 1.5995
C -0.3065 0.6344 1.1024
C -2.0126 -0.7056 2.4373
C -2.6489 0.5304 0.4367
C 0.8668 0.5650 1.9074
C 2.2600 -0.2713 3.7251
C -3.9466 0.0618 0.5611
C 2.0145 1.3154 1.4810
C -1.6197 0.1491 1.3598
C -3.3224 -1.1483 2.5205
C -0.5462 -2.2535 -2.6928
C 1.1743 2.1528 -2.5124
C 0.6962 -1.5212 -2.2225
H 0.7582 2.9435 -4.2748
H -1.3133 -2.4764 -4.4983
H 0.3338 2.4778 -1.8824
H -5.3208 -1.1903 1.7178
H 2.2402 0.3475 -2.9155
H -0.2923 0.1990 -2.6374
H -2.3867 1.2012 -0.3865
H 2.0440 2.8213 -2.4204
H -0.3431 -3.3336 -2.6420
H -0.1942 1.1726 0.1529
H 4.0987 1.7638 1.7608
H -4.7044 0.3501 -0.1659
H 0.2012 -0.7727 3.5105
H -1.3014 -1.0236 3.1846
H -1.4052 -1.9546 -2.0761
H 1.4660 -1.5999 -3.0069
H 4.3330 0.3124 3.7960
H 1.9150 1.9802 0.6168
H 2.1492 0.7559 -1.1781
H 1.0845 -1.9798 -1.3022
```

Results of the Löwdin charge analysis, in e, for atoms 1 through 5: number 1, F, carries 0.07; number 2, F, carries 0.06; number 3, O, carries -0.06; number 4, O, carries -0.07; number 5, N, carries -0.07